Model 1:
Here is an isolated molecule of C2H9N2O2P from OMol25. Energies are from wB97M-V/def2-TZVPD.

Last columns: bonded neighbours and bond lengths (Å).
CARTESIAN COORDINATES (ANGSTROEM)
1 C 1.5752 -0.6043 0.3388  C2 1.518, H8 1.088, H9 1.088, H10 1.089
2 C 0.2581 -0.8501 -0.3739  C1 1.518, N4 1.592, H11 1.091, H12 1.085
3 N -0.5091 1.5447 -0.1273  N4 1.411, H13 1.019, H14 1.016
4 N -0.8007 0.1999 0.1842  C2 1.592, N3 1.411, P7 1.761
5 O -2.6303 -1.5348 0.4687  P7 1.606, H15 0.966
6 O -3.2330 0.8410 0.4819  P7 1.637, H16 0.958
7 P -2.3939 -0.2262 -0.4322  N4 1.761, O5 1.606, O6 1.637
8 H 1.4206 -0.5932 1.4160  C1 1.088
9 H 2.2913 -1.3868 0.0990  C1 1.088
10 H 2.0065 0.3505 0.0403  C1 1.089
11 H 0.3507 -0.7244 -1.4533  C2 1.091
12 H -0.1607 -1.8234 -0.1388  C2 1.085
13 H -0.2000 1.6701 -1.0906  N3 1.019
14 H 0.2244 1.8755 0.4926  N3 1.016
15 H -2.5070 -1.3163 1.4018  O5 0.966
16 H -3.0789 1.7441 0.2021  O6 0.958

Calculated values
Net charge   0
SMILES   CCN(N)P(O)O
Gap between HOMO and LUMO   9.59 eV
LUMO   0.9 eV
HOMO energy   -0.3177 Ha

Here are the Löwdin charges for atoms 1 to 5, given in e:
1 C -0.1166
2 C -0.2537
3 N -0.0423
4 N -0.3770
5 O -0.2745

Model 2:
Here is an isolated molecule of C2H9N2O2P from OMol25. Energies are from wB97M-V/def2-TZVPD.

Last columns: bonded neighbours and bond lengths (Å).
CARTESIAN COORDINATES (ANGSTROEM)
1 C 1.4994 -1.0676 -0.3832  N4 1.467, H8 1.167, H9 1.128, H10 1.030
2 C 1.3168 1.0906 0.8338  N4 1.466, H11 1.057, H12 1.083, H13 1.113
3 N -0.5480 0.2589 -0.6405  N4 1.454, P7 1.906, H14 1.081
4 N 0.6314 -0.0185 0.1635  C1 1.467, C2 1.466, N3 1.454
5 O -3.1130 0.4534 -0.9005  P7 1.594, H15 0.957
6 O -2.2554 -0.9835 0.8143  P7 1.573, H16 0.970
7 P -2.1463 0.5204 0.3648  N3 1.906, O5 1.594, O6 1.573
8 H 0.8143 -1.6957 -1.0887  C1 1.167
9 H 2.4398 -0.6989 -0.8853  C1 1.128
10 H 1.7045 -1.7750 0.3367  C1 1.030
11 H 2.1038 0.6789 1.4063  C2 1.057
12 H 1.8991 1.7612 0.2133  C2 1.083
13 H 0.6450 1.7815 1.3915  C2 1.113
14 H -0.5680 1.2170 -1.1418  N3 1.081
15 H -3.0095 -0.1754 -1.6144  O5 0.957
16 H -1.4137 -1.3472 1.1304  O6 0.970

Calculated values
Net charge   0
SMILES   CN(C)NP(O)O
Gap between HOMO and LUMO   9.19 eV
LUMO   0.9 eV
HOMO energy   -0.3048 Ha

Here are the Löwdin charges for atoms 1 to 5, given in e:
1 C -0.1045
2 C -0.1104
3 N -0.1922
4 N -0.3598
5 O -0.2895

Verdict on stability: model 2 comes out at the bottom.

Model 1:
Here is an isolated molecule of C22H16O12 from OMol25. Energies are from wB97M-V/def2-TZVPD.

Last columns: bonded neighbours and bond lengths (Å).
CARTESIAN COORDINATES (ANGSTROEM)
1 O -2.0902 1.8286 -4.3341  C13 1.210
2 O -1.8247 5.1293 -0.0583  C14 1.227
3 O 1.8885 -5.4082 1.1085  C15 1.231
4 O -2.1080 -0.6540 -2.1637  C16 1.241
5 O 1.9181 2.0896 4.7326  C17 1.218
6 O -3.1399 2.0369 -2.3412  C13 1.341, H35 0.989
7 O 3.2821 0.6418 3.7844  C17 1.323, H36 0.953
8 O 2.3656 -4.9340 -1.4331  C21 1.359, H37 1.004
9 O -0.4141 -2.1438 1.2370  C22 1.354, C23 1.378
10 O -1.8621 -0.1420 0.0377  C16 1.376, C24 1.364
11 O 0.3294 3.1225 2.8097  C25 1.372, H38 0.980
12 O -1.1324 2.9815 -0.4795  C14 1.346, C34 1.429
13 C -2.3587 2.4678 -3.3421  O1 1.210, O6 1.341, C18 1.458
14 C -1.5253 4.2209 -0.8264  O2 1.227, O12 1.346, C19 1.477
15 C 1.0348 -4.5219 1.1058  O3 1.231, C26 1.491, H39 1.091
16 C -1.4694 -0.7927 -1.1089  O4 1.241, O10 1.376, C27 1.499
17 C 2.0893 1.1980 3.9201  O5 1.218, O7 1.323, C28 1.500
18 C -1.8919 3.8492 -3.3281  C13 1.458, C19 1.374, H40 1.087
19 C -1.5701 4.6310 -2.2451  C14 1.477, C18 1.374, H41 1.048
20 C 1.3884 -3.0544 -2.3450  C21 1.362, C29 1.421, H42 1.068
21 C 1.5280 -3.8766 -1.2680  O8 1.359, C20 1.362, C26 1.370
22 C 0.0348 -2.5011 0.0105  O9 1.354, C26 1.422, C27 1.416
23 C -0.1914 -0.8379 1.6167  O9 1.378, C24 1.408, C30 1.418
24 C -0.9551 0.1756 1.0064  O10 1.364, C23 1.408, C31 1.403
25 C 0.1496 1.8089 2.4587  O11 1.372, C28 1.393, C31 1.422
26 C 0.8529 -3.6596 -0.0964  C15 1.491, C21 1.370, C22 1.422
27 C -0.3266 -1.7626 -1.1428  C16 1.499, C22 1.416, C29 1.428
28 C 0.9836 0.8221 2.9789  C17 1.500, C25 1.393, C30 1.416
29 C 0.4186 -2.0159 -2.3338  C20 1.421, C27 1.428, C32 1.543
30 C 0.7654 -0.5296 2.6165  C23 1.418, C28 1.416, C33 1.527
31 C -0.8040 1.4978 1.4512  C24 1.403, C25 1.422, C34 1.523
32 C 0.2008 -1.2547 -3.6588  C29 1.543, H43 1.103, H44 1.105, H45 1.103
33 C 1.5207 -1.6739 3.2893  C30 1.527, H46 1.098, H47 1.069, H48 1.131
34 C -1.6143 2.6209 0.8168  O12 1.429, C31 1.523, H49 1.094, H50 1.086
35 H -3.1326 1.0522 -2.4289  O6 0.989
36 H 3.7802 1.0568 4.4831  O7 0.953
37 H 2.3511 -5.4849 -0.5942  O8 1.004
38 H 0.8519 3.0881 3.6376  O11 0.980
39 H 0.4098 -4.4361 1.9954  C15 1.091
40 H -1.7952 4.3011 -4.3121  C18 1.087
41 H -1.2998 5.6280 -2.4204  C19 1.048
42 H 1.9254 -3.2523 -3.2470  C20 1.068
43 H 0.0771 -0.1731 -3.4794  C32 1.103
44 H 1.0852 -1.3059 -4.3200  C32 1.105
45 H -0.6179 -1.6476 -4.2851  C32 1.103
46 H 0.9024 -2.5777 3.3685  C33 1.098
47 H 1.8020 -1.4011 4.2836  C33 1.069
48 H 2.4290 -1.9126 2.6586  C33 1.131
49 H -2.6339 2.2530 0.6695  C34 1.094
50 H -1.6073 3.4528 1.5152  C34 1.086

Calculated values
Net charge   0
SMILES   Cc1cc(O)c(C=O)c2c1C(=O)Oc1c(COC(=O)/C=C\C(=O)O)c(O)c(C(=O)O)c(C)c1O2
Gap between HOMO and LUMO   8.83 eV
LUMO   -0.5 eV
HOMO energy   -0.3441 Ha

Here are the Löwdin charges for atoms 1 to 5, given in e:
1 O 0.1018
2 O 0.1058
3 O 0.0316
4 O 0.1018
5 O 0.1026

Model 2:
Here is an isolated molecule of C22H16O12 from OMol25. Energies are from wB97M-V/def2-TZVPD.

Last columns: bonded neighbours and bond lengths (Å).
CARTESIAN COORDINATES (ANGSTROEM)
1 O -1.2888 -3.4469 -3.4761  C13 1.253
2 O 2.3383 -4.1786 0.9020  C14 1.215
3 O -1.9920 4.0058 -2.9830  C15 1.244
4 O 2.4348 -0.7430 -1.8448  C16 1.228
5 O -2.5474 2.2384 3.7116  C17 1.161
6 O 0.0947 -5.2658 -3.3459  C13 1.372, H35 0.927
7 O -2.9592 0.2981 4.7363  C17 1.353, H36 0.933
8 O 0.4824 5.0552 -2.3897  C21 1.305, H37 0.963
9 O -0.8601 0.7994 -0.8688  C22 1.353, C23 1.322
10 O 1.1978 -0.9353 -0.0485  C16 1.317, C24 1.395
11 O -0.8390 -1.3470 4.1270  C25 1.346, H38 0.941
12 O 0.2998 -3.2917 1.3576  C14 1.359, C34 1.446
13 C -0.5130 -4.1625 -2.8017  O1 1.253, O6 1.372, C18 1.394
14 C 1.1833 -3.9744 0.5836  O2 1.215, O12 1.359, C19 1.482
15 C -1.7122 3.1473 -2.1271  O3 1.244, C26 1.408, H39 1.172
16 C 1.6751 -0.2104 -1.0396  O4 1.228, O10 1.317, C27 1.487
17 C -2.3842 1.0924 3.8046  O5 1.161, O7 1.353, C28 1.531
18 C -0.3074 -3.8505 -1.4586  C13 1.394, C19 1.409, H40 1.087
19 C 0.7174 -4.4836 -0.7275  C14 1.482, C18 1.409, H41 1.085
20 C 2.0124 3.4461 -1.7778  C21 1.366, C29 1.385, H42 1.185
21 C 0.7343 3.8094 -2.0936  O8 1.305, C20 1.366, C26 1.411
22 C 0.0504 1.6323 -1.4229  O9 1.353, C26 1.431, C27 1.441
23 C -0.6992 0.4729 0.4023  O9 1.322, C24 1.368, C30 1.448
24 C 0.2557 -0.4065 0.8347  O10 1.395, C23 1.368, C31 1.378
25 C -0.7174 -0.7084 2.9487  O11 1.346, C28 1.419, C31 1.362
26 C -0.3484 2.9396 -1.8463  C15 1.408, C21 1.411, C22 1.431
27 C 1.4294 1.2305 -1.3119  C16 1.487, C22 1.441, C29 1.332
28 C -1.5531 0.4135 2.7120  C17 1.531, C25 1.419, C30 1.345
29 C 2.3793 2.1565 -1.4307  C20 1.385, C27 1.332, C32 1.587
30 C -1.6935 0.7514 1.4173  C23 1.448, C28 1.345, C33 1.490
31 C 0.2169 -1.0864 2.0322  C24 1.378, C25 1.362, C34 1.458
32 C 3.9052 1.9045 -1.0760  C29 1.587, H43 1.143, H44 1.120, H45 1.081
33 C -2.9459 1.4085 0.9477  C30 1.490, H46 1.122, H47 1.175, H48 1.055
34 C 0.9356 -2.3381 2.2387  O12 1.446, C31 1.458, H49 1.048, H50 1.108
35 H -0.2832 -5.2651 -4.1919  O6 0.927
36 H -3.6056 0.8168 5.1643  O7 0.933
37 H -0.4560 5.1901 -2.5616  O8 0.963
38 H -1.5452 -0.9663 4.6182  O11 0.941
39 H -2.6166 2.4559 -1.8465  C15 1.172
40 H -0.8909 -3.0585 -0.9967  C18 1.087
41 H 1.3794 -5.1967 -1.2081  C19 1.085
42 H 2.9159 4.2065 -1.8785  C20 1.185
43 H 4.5692 1.9153 -2.0061  C32 1.143
44 H 4.2660 2.7052 -0.3817  C32 1.120
45 H 3.9610 0.9020 -0.6760  C32 1.081
46 H -3.2757 0.8382 0.0390  C33 1.122
47 H -2.6619 2.4851 0.5714  C33 1.175
48 H -3.8172 1.4199 1.5433  C33 1.055
49 H 1.1043 -2.6914 3.2103  C34 1.048
50 H 1.9746 -2.1295 1.9149  C34 1.108

Calculated values
Net charge   0
SMILES   Cc1cc(O)c(C=O)c2c1C(=O)Oc1c(COC(=O)/C=C/C(=O)O)c(O)c(C(=O)O)c(C)c1O2
Gap between HOMO and LUMO   8.26 eV
LUMO   -0.8 eV
HOMO energy   -0.3327 Ha

Here are the Löwdin charges for atoms 1 to 5, given in e:
1 O 0.0721
2 O 0.1204
3 O 0.0209
4 O 0.1385
5 O 0.1852

Verdict on stability: model 2 comes out at the bottom.

Model 1:
Here is an isolated molecule of C8H6N2O from OMol25. Energies are from wB97M-V/def2-TZVPD.

Last columns: bonded neighbours and bond lengths (Å).
CARTESIAN COORDINATES (ANGSTROEM)
1 C -0.0243 -2.0281 -1.5711  C2 1.442, C5 1.414, H9 1.142
2 C -1.3632 -1.7516 -2.0295  C1 1.442, C3 1.329, H10 1.113
3 C -2.0659 -0.7407 -1.5282  C2 1.329, H11 1.011, N15 1.403
4 C -0.2460 -0.0746 -0.2204  C5 1.374, C6 1.498, N15 1.288
5 C 0.5250 -1.1411 -0.6165  C1 1.414, C4 1.374, H12 0.915
6 C 0.2794 0.8994 0.7894  C4 1.498, N16 1.315, O17 1.438
7 C 0.6855 2.3598 2.2091  C8 1.360, H13 1.279, N16 1.331
8 C 1.8710 1.7256 2.0030  C7 1.360, H14 1.209, O17 1.324
9 H 0.6394 -2.8477 -2.0082  C1 1.142
10 H -1.8665 -2.5983 -2.5486  C2 1.113
11 H -3.0250 -0.5817 -1.8047  C3 1.011
12 H 1.3612 -1.1030 -0.2479  C5 0.915
13 H 0.4046 3.3191 3.0068  C7 1.279
14 H 2.8934 1.7600 2.6482  C8 1.209
15 N -1.4512 0.1369 -0.6217  C3 1.403, C4 1.288
16 N -0.3055 1.8550 1.4771  C6 1.315, C7 1.331
17 O 1.6882 0.8110 1.0631  C6 1.438, C8 1.324

Calculated values
Net charge   0
SMILES   c1ccc(-c2ncco2)nc1
Gap between HOMO and LUMO   9.12 eV
LUMO   0.3 eV
HOMO energy   -0.3226 Ha

Here are the Löwdin charges for atoms 1 to 5, given in e:
1 C -0.0032
2 C -0.0896
3 C -0.0938
4 C -0.2477
5 C 0.0069

Model 2:
Here is an isolated molecule of C8H6N2O from OMol25. Energies are from wB97M-V/def2-TZVPD.

Last columns: bonded neighbours and bond lengths (Å).
CARTESIAN COORDINATES (ANGSTROEM)
1 C 2.3563 1.0427 -0.0168  C2 1.324, C5 1.399, H9 1.052
2 C 2.9498 -0.1410 -0.0449  C1 1.324, C3 1.400, H10 1.046
3 C 2.1974 -1.3195 0.0260  C2 1.400, H11 1.226, N15 1.292
4 C 0.2550 -0.0985 0.0785  C5 1.434, C6 1.510, N15 1.315
5 C 0.9608 1.1466 -0.0013  C1 1.399, C4 1.434, H12 0.950
6 C -1.2548 -0.0895 0.0472  C4 1.510, N16 1.348, O17 1.255
7 C -3.2844 -0.0206 0.5963  C8 1.281, H13 1.249, N16 1.385
8 C -3.2194 -0.1047 -0.6807  C7 1.281, H14 1.085, O17 1.340
9 H 2.8727 1.9151 -0.2971  C1 1.052
10 H 3.9927 -0.1033 0.0329  C2 1.046
11 H 2.6594 -2.4503 0.1243  C3 1.226
12 H 0.5839 2.0178 0.0255  C5 0.950
13 H -4.2064 -0.1316 1.4321  C7 1.249
14 H -3.8300 -0.1627 -1.5756  C8 1.085
15 N 0.9104 -1.2385 0.1019  C3 1.292, C4 1.315
16 N -2.0177 -0.0321 1.1565  C6 1.348, C7 1.385
17 O -1.9256 -0.2300 -1.0048  C6 1.255, C8 1.340

Calculated values
Net charge   0
SMILES   c1ccc(-c2ncco2)nc1
Gap between HOMO and LUMO   10.43 eV
LUMO   0.9 eV
HOMO energy   -0.3506 Ha

Here are the Löwdin charges for atoms 1 to 5, given in e:
1 C -0.0761
2 C -0.0871
3 C -0.1383
4 C -0.1593
5 C 0.0522

Verdict on stability: model 1 comes out at the bottom.

Model 1:
Here is a cluster of 2 separate species, CH2N2OS2 in total from OMol25. Energies are from wB97M-V/def2-TZVPD.

Last columns: bonded neighbours and bond lengths (Å).
CARTESIAN COORDINATES (ANGSTROEM)
1 C -1.0592 -0.5283 0.8921  S5 1.720, S6 1.678
2 N 1.7973 0.5508 -0.0903  N3 1.097, O4 1.120
3 N 1.0347 1.1585 0.4116  N2 1.097
4 O 2.5711 -0.0483 -0.6353  N2 1.120
5 S -1.5533 0.7138 -0.1909  C1 1.720, H7 1.344
6 S -0.6492 -1.9710 0.1387  C1 1.678, H8 1.252
7 H -1.1916 1.7993 0.5138  S5 1.344
8 H -0.9499 -1.6748 -1.0397  S6 1.252

Calculated values
Net charge   0
Gap between HOMO and LUMO   8.61 eV
LUMO   -0.2 eV
HOMO energy   -0.3247 Ha

Here are the Löwdin charges for atoms 1 to 5, given in e:
1 C -0.9692
2 N -0.3257
3 N 0.1679
4 O 0.1415
5 S 0.6224

Model 2:
Here is an isolated molecule of CH2N2OS2 from OMol25. Energies are from wB97M-V/def2-TZVPD.

Last columns: bonded neighbours and bond lengths (Å).
CARTESIAN COORDINATES (ANGSTROEM)
1 C -0.5042 -0.4853 1.0712  N2 1.608, S6 1.762, H7 1.067
2 N -1.6501 0.3181 0.2786  C1 1.608, S5 1.553
3 N 0.5814 0.9701 -0.6174  S5 1.691, S6 1.755, H8 1.007
4 O 1.2570 -1.5830 -0.5181  S6 1.455
5 S -1.0727 1.2584 -0.8140  N2 1.553, N3 1.691
6 S 1.0935 -0.4139 0.3328  C1 1.762, N3 1.755, O4 1.455
7 H -0.8878 -1.2958 1.6491  C1 1.067
8 H 1.1829 1.2315 -1.3821  N3 1.007

Calculated values
Net charge   0
Gap between HOMO and LUMO (spin up / spin down)   7.90 / 7.91 eV
LUMO (spin up / spin down)   -0.8 / -0.8 eV
HOMO energy (spin up / spin down)   -0.3197 / -0.3200 Ha

Here are the Löwdin charges for atoms 1 to 5, given in e:
1 C -0.2924
2 N -0.4066
3 N -0.5420
4 O -0.4982
5 S 0.8717

Verdict on stability: model 1 comes out at the bottom.